(1)
{"formula": "C4H6INO3S2", "method": "the ωB97M-V functional and the def2-TZVPD basis", "species": ["C", "C", "C", "C", "N", "O", "O", "O", "S", "S", "I", "H", "H", "H", "H", "H", "H"], "positions_angstrom": [[1.81897, -3.38387, 0.94878], [0.31876, -0.50518, 1.38537], [-2.28189, -0.84748, 0.49009], [2.10223, 0.89962, -0.17224], [2.71754, -2.98851, 0.26766], [3.76708, -2.54816, 0.04548], [1.27908, -0.34086, 2.17365], [0.92545, -1.35541, -1.20855], [-1.20897, -1.27597, 1.88378], [0.56765, -0.04925, -0.50423], [0.07229, -4.32104, 0.37468], [-1.93315, -0.85303, -0.49434], [-2.52733, 0.17358, 0.68965], [-3.15169, -1.51322, 0.53417], [1.96378, 1.74974, 0.51538], [2.52747, 1.03364, -1.16393], [2.56257, 0.06337, 0.29101]], "forces_ev_per_a": [[-0.9948, -0.5492, -1.5246], [2.9536, 0.2265, 2.2955], [-0.9333, -0.0513, 1.4342], [-1.1274, -1.1567, -0.3490], [-1.6883, -0.9032, 2.8402], [2.2462, 1.1217, -1.5711], [-3.4776, -0.5907, -2.5946], [-0.1106, 1.7658, 1.0266], [1.1513, 0.4571, -0.7111], [-0.5658, -0.5358, -0.2172], [0.4967, -0.0228, 0.1985], [1.1824, -0.6112, -1.3125], [-0.8177, 0.5359, 0.0216], [0.1324, 0.3230, 0.1921], [0.0245, -0.3716, -0.6436], [0.0302, 0.5461, 0.1466], [1.4982, -0.1836, 0.7683]], "lowdin_charge": [-0.564, -0.778, -0.395, -0.221, -0.277, 0.073, -0.072, -0.570, 0.850, 0.875, 0.861, -0.003, 0.027, 0.051, 0.079, 0.058, 0.006], "gap_ev": 8.4, "homo_energy_ev": -9.03, "de_lowest_kj_mol": 3.5}

(2)
{"formula": "C6H14N2", "method": "the ωB97M-V functional and the def2-TZVPD basis", "species": ["H", "N", "C", "C", "C", "C", "C", "N", "C", "H", "H", "H", "H", "H", "H", "H", "H", "H", "H", "H", "H", "H"], "positions_angstrom": [[0.54644, 3.40683, 0.28724], [0.03063, 2.52593, 0.39716], [0.62935, 1.49198, 0.02893], [2.00581, 1.41292, -0.55668], [-0.30758, -0.09897, 0.25921], [-1.73192, 0.23993, 0.66535], [0.42708, -0.87388, 1.33870], [-0.07282, -0.54855, -1.03019], [-0.79952, -2.15202, -1.14236], [2.56357, 0.59727, -0.10068], [2.55686, 2.34718, -0.41119], [1.94714, 1.21181, -1.62595], [-2.30031, 0.63487, -0.17466], [-1.69445, 1.00484, 1.43861], [-2.24647, -0.63249, 1.06541], [0.55177, -0.23456, 2.21205], [-0.14115, -1.75556, 1.63283], [1.39909, -1.20071, 0.97750], [-0.62643, 0.00349, -1.68223], [-1.76466, -2.28650, -0.64964], [-0.91939, -2.28039, -2.21419], [-0.05303, -2.81341, -0.71523]], "forces_ev_per_a": [[0.1128, -0.3657, -0.1661], [-0.5144, 0.5534, 0.2865], [-1.4590, -2.0455, 1.1546], [0.0148, -0.1598, -0.0692], [1.9368, 4.2387, 0.9544], [0.3996, 0.2019, 0.0587], [-0.0728, 0.1757, -0.2734], [-1.9783, -5.2598, -1.7613], [1.4924, 2.9430, -0.3968], [0.0632, -0.0702, -0.0511], [-0.1702, -0.0545, 0.0626], [0.0152, -0.0993, 0.0085], [-0.0175, 0.0653, -0.0420], [-0.1291, 0.0532, 0.0373], [-0.0214, -0.1213, -0.0149], [0.0174, -0.1011, 0.0804], [-0.0513, -0.0977, 0.0554], [0.1229, 0.0101, 0.0297], [-0.0536, -0.1150, 0.0446], [0.1581, 0.4951, 0.1121], [0.1391, -0.2412, 0.0431], [-0.0046, -0.0055, -0.1530]], "lowdin_charge": [0.056, 0.112, -0.307, -0.063, -0.573, -0.067, -0.058, -0.018, 0.007, 0.068, 0.075, 0.074, 0.080, 0.069, 0.071, 0.087, 0.075, 0.076, 0.091, 0.050, 0.047, 0.047], "gap_ev": 9.3, "homo_energy_ev": -8.38, "smiles": "[H]/N=C(\\C)C(C)(C)NC", "de_lowest_kj_mol": 224.7}